Molecular formula: C21H24MnN4O6S2
Method: DFT, ωB97M-V/def2-TZVPD

* 2S+1: 4
* maximum force: 0.01039 hartree/bohr
* orbital gap (spin up / spin down): 0.2038 / 0.2471 Eh
* E_tot: -93387.721 eV
* net charge: +2

CARTESIAN COORDINATES (ANGSTROEM)
Mn 0.739 1.399 0.235
O -0.750 2.955 3.385
C -0.595 1.949 2.781
O -0.387 2.034 1.408
C -0.690 0.554 3.346
C -1.585 -0.383 2.505
C -1.965 -1.596 3.358
C -0.634 -2.392 3.365
C 0.261 -1.484 2.514
O -0.651 -0.926 1.557
C 0.650 -0.247 3.354
C 1.830 0.511 2.802
O 2.765 0.902 3.409
O 1.826 0.707 1.413
H -1.058 0.672 4.362
H -2.400 0.112 1.982
H -2.306 -1.316 4.352
H -2.763 -2.160 2.879
H -0.232 -2.555 4.362
H -0.747 -3.363 2.887
H 1.086 -1.970 1.999
H 0.917 -0.511 4.374
C 3.509 -0.745 -0.418
C 3.374 0.569 -1.102
N 2.345 1.391 -1.015
C 2.517 2.534 -1.775
C 3.696 2.589 -2.436
S 4.598 1.174 -2.115
C 1.390 3.451 -1.725
C 1.162 4.617 -2.369
S -0.375 5.219 -1.933
C -0.650 3.906 -0.892
N 0.363 3.052 -0.881
C -1.922 3.821 -0.124
H 2.532 -1.211 -0.294
H 3.956 -0.611 0.568
H 4.148 -1.406 -1.000
H 4.073 3.368 -3.077
H 1.801 5.134 -3.066
H -2.655 4.500 -0.555
H -1.751 4.101 0.916
H -2.321 2.809 -0.146
N -0.222 0.221 -0.907
C -0.735 -0.665 -1.457
N -1.294 -1.645 -2.056
C -2.159 -2.597 -1.308
C -1.864 -4.000 -1.816
O -2.008 -4.053 -3.217
C -1.050 -3.251 -3.869
C -1.277 -1.783 -3.535
H -3.198 -2.327 -1.504
H -1.940 -2.494 -0.246
H -2.573 -4.705 -1.389
H -0.849 -4.300 -1.524
H -1.164 -3.409 -4.939
H -0.035 -3.550 -3.575
H -2.245 -1.449 -3.912
H -0.488 -1.149 -3.936



Molecular formula: C4H10FN
Method: DFT, ωB97M-V/def2-TZVPD

* maximum force: 0.06405 hartree/bohr
* orbital gap: 0.3876 Eh
* E_tot: -8517.112 eV
* ΔE to the lowest compared entry with this formula, charge and spin: 54.7 kJ/mol
* structure (SMILES): CC[C@H](N)CF

CARTESIAN COORDINATES (ANGSTROEM)
C 1.972 0.535 -0.172
C 0.637 0.523 0.513
C -0.377 -0.514 -0.013
C -1.726 -0.596 0.719
H 2.511 -0.439 0.023
H 1.859 0.719 -1.203
H 2.652 1.396 0.235
H 0.146 1.500 0.397
H 0.839 0.439 1.565
H 0.114 -1.468 0.295
H -0.008 -0.038 -1.955
H -1.576 0.017 -1.383
H -1.559 -0.524 1.800
H -2.182 -1.473 0.271
N -0.755 -0.510 -1.385
F -2.546 0.433 0.293



Molecular formula: C24H50ClNO3S
Method: DFT, ωB97M-V/def2-TZVPD

* maximum force: 0.03484 hartree/bohr
* orbital gap: 0.3567 Eh
* E_tot: -56687.950 eV
* ΔE to the lowest compared entry with this formula, charge and spin: 44.9 kJ/mol
* structure (SMILES): COCCCCCCCCCCCCCOC[C@H](CCCCN)O[C@@H](S)C[C@@H](C)Cl

CARTESIAN COORDINATES (ANGSTROEM)
C 0.395 2.822 2.698
O 1.697 3.100 3.168
C 2.728 2.474 2.429
C 3.331 3.399 1.361
C 3.518 2.688 0.004
C 4.889 2.031 -0.081
C 5.201 1.317 -1.407
C 4.031 0.582 -2.052
C 3.743 -0.795 -1.418
C 2.737 -0.755 -0.275
C 2.376 -2.181 0.171
C 2.661 -2.435 1.651
C 1.767 -1.683 2.636
C 0.435 -2.348 2.943
C -0.648 -2.138 1.876
O -1.767 -1.485 2.460
C -3.035 -1.786 1.897
C -3.345 -0.951 0.619
C -4.692 -0.265 0.798
C -4.650 1.178 1.321
C -3.651 2.152 0.671
C -3.497 2.073 -0.852
N -2.145 1.628 -1.221
O -3.512 -1.821 -0.524
C -2.479 -1.890 -1.479
S -1.878 -3.634 -1.582
C -3.108 -1.526 -2.825
C -2.240 -1.744 -4.038
C -2.891 -1.117 -5.276
Cl -0.613 -1.015 -3.778
H -0.273 2.866 3.548
H 0.315 1.834 2.248
H 0.076 3.557 1.958
H 2.393 1.547 1.978
H 3.505 2.226 3.145
H 2.674 4.246 1.203
H 4.288 3.778 1.694
H 3.369 3.392 -0.811
H 2.752 1.931 -0.081
H 5.644 2.790 0.089
H 4.960 1.319 0.739
H 5.668 2.007 -2.102
H 5.957 0.566 -1.196
H 3.134 1.187 -2.119
H 4.326 0.369 -3.076
H 4.694 -1.196 -1.087
H 3.326 -1.409 -2.203
H 3.140 -0.207 0.565
H 1.843 -0.273 -0.662
H 1.359 -2.430 -0.097
H 3.005 -2.875 -0.379
H 2.587 -3.509 1.802
H 3.700 -2.169 1.818
H 1.631 -0.655 2.312
H 2.344 -1.619 3.555
H 0.618 -3.413 3.053
H 0.042 -2.019 3.897
H -0.926 -3.092 1.450
H -0.225 -1.481 1.118
H -3.154 -2.844 1.676
H -3.740 -1.521 2.677
H -2.523 -0.258 0.534
H -5.217 -0.298 -0.148
H -5.319 -0.825 1.482
H -5.641 1.586 1.139
H -4.524 1.200 2.398
H -2.687 2.000 1.150
H -3.939 3.162 0.933
H -3.659 3.071 -1.253
H -4.263 1.435 -1.282
H -1.867 2.001 -2.121
H -1.481 1.973 -0.540
H -1.675 -1.191 -1.298
H -2.918 -4.231 -0.986
H -3.461 -0.501 -2.801
H -3.994 -2.146 -2.919
H -2.099 -2.792 -4.241
H -3.960 -1.269 -5.198
H -2.640 -0.066 -5.308
H -2.517 -1.628 -6.150



Molecular formula: C2H7N4O
Method: DFT, ωB97M-V/def2-TZVPD

* maximum force: 0.08211 hartree/bohr
* orbital gap: 0.3612 Eh
* E_tot: -10185.489 eV
* net charge: +1
* ΔE to the lowest compared entry with this formula, charge and spin: 367.1 kJ/mol
* structure (SMILES): NC(=O)C=[N+](N)N

CARTESIAN COORDINATES (ANGSTROEM)
C -0.132 0.343 0.355
C 1.450 1.074 -0.246
N -0.239 -0.902 -1.613
N -0.690 -0.568 -0.362
N -1.712 -1.307 0.162
N 1.975 2.087 0.482
O 1.975 0.513 -1.135
H -0.237 0.272 1.492
H -0.787 -1.215 -2.357
H -1.966 -1.084 1.152
H -2.490 -1.564 -0.493
H 0.627 -0.331 -1.792
H 1.583 2.537 1.357
H 2.986 2.295 0.248



Molecular formula: C2H14N2O3
Method: DFT, ωB97M-V/def2-TZVPD

* maximum force: 0.01610 hartree/bohr
* orbital gap: 0.3388 Eh
* E_tot: -11423.543 eV
* ΔE to the lowest compared entry with this formula, charge and spin: 85.3 kJ/mol
* structure (SMILES): NCCN.O.O.O

CARTESIAN COORDINATES (ANGSTROEM)
N -0.438 2.274 -1.645
C -1.354 1.164 -1.378
C -0.773 0.101 -0.454
N -0.475 0.662 0.874
H -0.107 2.611 -0.748
H 0.360 1.910 -2.145
H -2.241 1.600 -0.924
H -1.574 0.684 -2.340
H 0.117 -0.347 -0.901
H -1.541 -0.659 -0.326
H 0.497 0.554 1.111
H -1.023 0.159 1.563
H 2.619 -1.223 -0.900
H 3.414 0.079 -0.927
O 2.554 -0.292 -1.148
H 0.931 -2.396 -1.859
H 1.501 -3.821 -2.004
O 1.753 -2.902 -1.867
H -1.490 -0.836 5.307
H -1.704 0.671 5.435
O -1.027 0.006 5.273



Molecular formula: C18H20MoN4O4SSeSi
Method: DFT, ωB97M-V/def2-TZVPD

* maximum force: 0.03957 hartree/bohr
* orbital gap: 0.1848 Eh
* E_tot: -119035.685 eV
* net charge: +2
* ΔE to the lowest compared entry with this formula, charge and spin: 23.7 kJ/mol

CARTESIAN COORDINATES (ANGSTROEM)
Mo 0.098 0.654 -0.091
N 3.850 -0.264 -2.099
C 2.681 -0.345 -1.476
S 2.443 0.632 0.000
N 1.740 -1.139 -1.860
N 0.616 -1.093 -1.111
C -0.271 -2.066 -1.178
C -0.239 -3.132 -2.146
C -0.578 -4.450 -1.780
C -0.597 -5.448 -2.728
C -0.302 -5.155 -4.057
C 0.053 -3.862 -4.427
C 0.105 -2.858 -3.483
C -1.283 -1.964 -0.109
C -2.411 -2.741 -0.016
C -3.243 -2.601 1.098
C -2.908 -1.685 2.074
C -1.803 -0.872 1.874
N -1.011 -0.993 0.804
H 4.587 0.327 -1.755
H 4.018 -0.820 -2.924
H -0.748 -4.701 -0.741
H -0.830 -6.463 -2.437
H -0.342 -5.938 -4.802
H 0.290 -3.639 -5.458
H 0.345 -1.849 -3.784
H -2.652 -3.434 -0.808
H -4.135 -3.206 1.190
H -3.509 -1.564 2.964
H -1.547 -0.099 2.584
C 0.190 4.204 4.958
Si 0.772 4.160 3.192
C 2.639 4.044 3.041
C -0.072 5.358 2.041
C 0.323 2.476 2.417
C 0.205 1.491 1.672
H 0.481 5.159 5.402
H 0.644 3.406 5.547
H -0.895 4.118 5.027
H 3.086 4.998 3.331
H 2.951 3.816 2.020
H 3.019 3.269 3.709
H 0.254 6.381 2.238
H -1.154 5.320 2.187
H 0.144 5.130 0.996
O -1.657 0.593 -1.093
Se -1.111 1.536 -2.412
O -0.395 0.570 -3.433
O 0.211 2.038 -1.310
O -2.054 2.700 -2.849



Molecular formula: C6H14N4
Method: DFT, ωB97M-V/def2-TZVPD

* maximum force: 0.07677 hartree/bohr
* orbital gap: 0.3650 Eh
* E_tot: -12390.028 eV
* net charge: +2
* ΔE to the lowest compared entry with this formula, charge and spin: 377.4 kJ/mol
* structure (SMILES): C[N+]1=CN2C[NH2+]CN(C2)C1

CARTESIAN COORDINATES (ANGSTROEM)
C 0.257 0.973 1.307
C 0.942 -1.309 1.227
C 2.030 0.594 -0.352
C -1.329 -0.586 0.479
C -0.330 1.018 -0.950
C -2.709 0.674 -1.146
N -0.141 -0.455 1.328
N 0.748 1.123 -0.156
N 2.133 -0.924 0.113
N -1.382 0.393 -0.678
H -0.714 1.537 1.298
H 1.101 1.185 1.944
H 1.591 -1.257 2.146
H 0.584 -2.315 0.843
H 2.387 0.726 -1.402
H 2.516 1.151 0.437
H -1.399 -1.645 0.035
H -2.229 -0.366 1.111
H -0.231 1.268 -1.946
H 2.108 -1.658 -0.656
H -3.334 0.546 -0.195
H -2.799 1.810 -1.407
H -3.171 0.057 -1.896
H 3.015 -1.106 0.658



Molecular formula: C33H41F3MnN4O2PSb2
Method: DFT, ωB97M-V/def2-TZVPD

* 2S+1: 2
* maximum force: 0.05040 hartree/bohr
* orbital gap (spin up / spin down): 0.1811 / 0.1835 Eh
* E_tot: -106750.284 eV
* net charge: +3

CARTESIAN COORDINATES (ANGSTROEM)
Mn -0.806 -0.267 -0.307
O -4.594 0.730 -0.735
C -3.498 0.271 -0.848
O -2.526 0.422 0.059
C -3.071 -0.598 -1.992
C -3.937 -0.969 -2.998
C -3.468 -1.808 -3.999
C -2.146 -2.225 -3.956
C -1.336 -1.793 -2.922
N -1.791 -1.001 -1.943
H -4.953 -0.597 -2.972
H -4.121 -2.131 -4.800
H -1.737 -2.877 -4.716
H -0.296 -2.084 -2.879
C 2.711 -1.404 1.193
Sb 1.506 -1.582 -0.541
C 2.926 -1.211 -2.072
C 1.307 -3.738 -0.728
C 1.463 -4.403 0.609
C 2.739 -4.763 1.038
C 2.948 -5.343 2.279
C 1.867 -5.573 3.112
C 0.590 -5.237 2.685
C 0.367 -4.659 1.438
C -1.049 -4.391 1.006
Sb -1.653 -2.328 1.156
C -1.389 -2.134 3.261
C -3.754 -2.588 1.034
H 3.546 -2.095 1.098
H 2.135 -1.659 2.080
H 3.089 -0.384 1.264
H 3.746 -1.908 -1.908
H 3.295 -0.189 -2.016
H 2.485 -1.384 -3.051
H 2.113 -4.005 -1.412
H 0.357 -3.945 -1.216
H 3.583 -4.607 0.373
H 3.946 -5.629 2.587
H 2.012 -6.041 4.077
H -0.261 -5.461 3.320
H -1.762 -4.880 1.672
H -1.266 -4.709 -0.014
H -2.070 -2.831 3.747
H -1.616 -1.126 3.602
H -0.363 -2.391 3.526
H -4.037 -3.258 1.844
H -4.017 -3.043 0.080
H -4.274 -1.638 1.139
C -0.695 2.473 4.514
N -1.768 2.833 3.471
C -1.323 4.117 2.743
N -0.029 3.942 2.177
C 0.945 3.597 3.216
N 0.578 2.353 3.893
C 0.713 1.175 3.041
P -0.438 1.277 1.581
C -1.995 1.712 2.498
C -0.002 3.007 1.055
H -1.005 1.544 4.989
H -0.696 3.277 5.248
H -2.648 3.025 3.955
H -1.317 4.907 3.491
H -2.074 4.331 1.984
H 0.985 4.402 3.949
H 1.932 3.491 2.770
H 0.512 0.272 3.620
H 1.739 1.107 2.676
H -2.378 0.853 3.045
H -2.752 2.008 1.776
H -0.691 3.327 0.272
H 1.001 2.986 0.625
F 4.068 5.500 -5.867
C 2.746 5.655 -5.820
F 2.472 6.869 -5.343
F 2.251 5.547 -7.045
C 2.152 4.611 -4.882
C 1.183 3.712 -5.340
C 0.654 2.799 -4.468
C 1.094 2.770 -3.108
C 2.095 3.694 -2.670
C 2.614 4.597 -3.549
C 0.532 1.869 -2.228
C 0.029 1.015 -1.472
H 0.860 3.746 -6.371
H -0.099 2.095 -4.797
H 2.440 3.665 -1.644
H 3.374 5.303 -3.238



Molecular formula: C40H69BrFN3O27
Method: DFT, ωB97M-V/def2-TZVPD

* maximum force: 0.03604 hartree/bohr
* orbital gap: 0.3163 Eh
* E_tot: -175112.981 eV
* structure (SMILES): C[C@H](F)c1ccc2nc(CCCBr)c(N)nc2c1.COC(=O)OC.COC(=O)OC.COC(=O)OC.COC(=O)OC.COC(=O)OC.COC(=O)OC.COC(=O)OC.COC(=O)OC.COC(=O)OC

CARTESIAN COORDINATES (ANGSTROEM)
C 1.353 -2.744 -1.562
C 0.409 -1.638 -1.037
F -0.912 -1.951 -1.325
C 0.836 -0.266 -1.535
C 0.192 0.436 -2.606
C 0.674 1.651 -3.002
C 1.804 2.262 -2.385
N 2.240 3.471 -2.879
C 3.294 3.914 -2.247
C 3.895 5.232 -2.750
C 4.970 4.964 -3.857
C 6.417 4.904 -3.321
Br 7.490 3.838 -4.614
C 3.907 3.227 -1.115
N 5.026 3.827 -0.497
N 3.505 2.080 -0.625
C 2.424 1.593 -1.319
C 1.902 0.330 -0.923
H 1.022 -3.728 -1.192
H 1.343 -2.732 -2.664
H 2.387 -2.575 -1.225
H 0.542 -1.629 0.060
H -0.652 -0.059 -3.088
H 0.140 2.133 -3.827
H 3.079 5.783 -3.243
H 4.321 5.845 -1.943
H 4.924 5.783 -4.594
H 4.760 4.005 -4.355
H 6.526 4.379 -2.367
H 6.919 5.880 -3.303
H 5.178 3.344 0.387
H 4.870 4.815 -0.334
H 2.386 -0.184 -0.086
C 3.725 2.081 5.937
O 3.509 1.022 5.003
C 4.213 1.134 3.875
O 4.981 2.023 3.607
O 3.921 0.092 3.100
C 4.611 0.080 1.846
H 3.102 1.878 6.805
H 4.768 2.109 6.253
H 3.430 3.038 5.509
H 5.689 0.025 2.000
H 4.352 0.957 1.256
H 4.297 -0.808 1.302
C 7.191 -5.951 2.052
O 7.133 -4.524 2.078
C 6.657 -4.015 3.217
O 6.289 -4.641 4.175
O 6.663 -2.686 3.100
C 6.173 -1.986 4.244
H 7.590 -6.241 1.083
H 7.856 -6.324 2.829
H 6.195 -6.379 2.162
H 6.787 -2.193 5.119
H 5.133 -2.246 4.436
H 6.228 -0.923 4.027
C -3.958 6.871 -1.532
O -2.534 6.946 -1.613
C -1.902 5.873 -1.140
O -2.426 4.892 -0.675
O -0.591 6.072 -1.273
C 0.218 4.993 -0.802
H -4.361 7.793 -1.944
H -4.334 6.036 -2.122
H -4.283 6.784 -0.496
H 0.009 4.083 -1.361
H 0.062 4.834 0.265
H 1.256 5.269 -0.962
C 10.810 -0.413 -1.516
O 10.462 -1.780 -1.296
C 9.152 -1.992 -1.143
O 8.293 -1.151 -1.178
O 8.964 -3.297 -0.947
C 7.595 -3.666 -0.768
H 11.891 -0.370 -1.624
H 10.351 -0.041 -2.431
H 10.517 0.200 -0.665
H 7.013 -3.422 -1.657
H 7.179 -3.180 0.109
H 7.563 -4.741 -0.617
C -0.220 -8.687 1.465
O -1.408 -7.895 1.425
C -1.215 -6.639 1.018
O -0.161 -6.154 0.699
O -2.394 -6.016 1.026
C -2.336 -4.649 0.609
H -0.506 -9.678 1.809
H 0.219 -8.772 0.472
H 0.499 -8.266 2.167
H -1.979 -4.574 -0.418
H -1.701 -4.069 1.277
H -3.345 -4.248 0.656
C -4.417 4.838 -5.215
O -4.969 5.288 -6.451
C -5.528 6.498 -6.388
O -5.593 7.195 -5.409
O -6.002 6.799 -7.598
C -6.633 8.077 -7.678
H -3.994 3.851 -5.385
H -3.622 5.506 -4.883
H -5.192 4.758 -4.454
H -5.925 8.871 -7.442
H -7.494 8.124 -7.013
H -6.973 8.205 -8.702
C -3.072 5.922 6.206
O -3.297 4.888 5.249
C -2.580 5.015 4.128
O -1.798 5.898 3.888
O -2.881 3.996 3.327
C -2.180 4.004 2.078
H -3.705 5.711 7.064
H -2.032 5.928 6.530
H -3.349 6.893 5.797
H -1.105 3.933 2.243
H -2.422 4.894 1.510
H -2.504 3.134 1.514
C -7.783 -1.421 3.506
O -6.682 -2.221 3.074
C -7.003 -3.482 2.780
O -8.102 -3.966 2.851
O -5.893 -4.113 2.395
C -6.086 -5.486 2.045
H -7.396 -0.426 3.713
H -8.536 -1.348 2.723
H -8.218 -1.825 4.419
H -6.771 -5.577 1.202
H -6.453 -6.055 2.898
H -5.118 -5.886 1.750
C -9.713 -10.078 -1.402
O -9.172 -8.760 -1.310
C -9.895 -7.923 -0.562
O -10.919 -8.193 0.010
O -9.284 -6.738 -0.560
C -9.951 -5.734 0.210
H -9.043 -10.659 -2.031
H -9.763 -10.543 -0.418
H -10.699 -10.058 -1.865
H -10.009 -6.026 1.257
H -10.946 -5.540 -0.190
H -9.364 -4.822 0.136